No. 1
This record from OMol25 describes a structure of composition C4H6F12O4P2Zn at a distorted geometry. The level of theory is the ωB97M-V functional and the def2-TZVPD basis.

Computed properties:
E_LUMO: 5.06 eV
HOMO-LUMO gap: 8.79 eV
Net charge: -2
HOMO: -0.1373 hartree
Relative energy (zero: lowest compared OMol25 entry of this formula, charge and spin): 0.0 kJ/mol
Calculated total energy: -4118.0910 Ha

```
29
C4H6F12O4P2Zn (the ωB97M-V functional and the def2-TZVPD basis)
Zn 4.55 -24.56 10.54
C 1.84 -25.52 13.28
C 2.88 -25.29 12.23
O 4.04 -24.90 12.56
O 2.66 -25.50 11.01
H 0.82 -25.45 12.90
H 1.97 -24.75 14.04
H 1.93 -26.53 13.69
C 6.83 -26.69 8.17
C 5.77 -26.03 8.97
O 5.10 -25.06 8.52
O 5.63 -26.32 10.20
H 6.70 -26.51 7.10
H 6.91 -27.77 8.32
H 7.76 -26.16 8.40
P 2.49 -21.59 10.23
F 1.28 -22.43 10.94
F 1.82 -20.21 10.69
F 3.34 -21.65 11.61
F 3.68 -20.76 9.50
F 3.21 -23.00 9.78
F 1.65 -21.64 8.84
P 7.39 -22.82 11.05
F 7.01 -21.82 12.29
F 5.80 -22.78 10.52
F 7.69 -21.53 10.12
F 7.73 -23.82 9.81
F 8.94 -22.80 11.51
F 7.01 -24.06 11.98
```


No. 2
This record from OMol25 describes a cluster of 2 separate species, C4H6F2 in total at a distorted geometry. The level of theory is the ωB97M-V functional and the def2-TZVPD basis.

Computed properties:
E_LUMO (alpha / beta): 0.05 / -1.21 eV
HOMO-LUMO gap (alpha / beta): 9.32 / 7.15 eV
HOMO (alpha / beta): -0.3408 / -0.3070 hartree
Relative energy (zero: lowest compared OMol25 entry of this formula, charge and spin): 529.4 kJ/mol
Calculated total energy: -355.5231 Ha

```
12
C4H6F2 (the ωB97M-V functional and the def2-TZVPD basis)
C -0.86 0.15 -1.26
C 2.36 0.86 1.15
C 1.15 0.32 0.81
C -1.68 -0.78 -0.44
F 3.14 1.39 0.17
F 0.46 -0.21 1.88
H -1.04 1.20 -1.21
H 2.66 0.76 2.17
H -0.32 -0.32 -2.04
H -1.18 -1.79 -0.27
H -2.39 -1.16 -1.30
H -2.31 -0.41 0.35
```


No. 3
This record from OMol25 describes an isolated molecule of C4H6F2 at a distorted geometry. The level of theory is the ωB97M-V functional and the def2-TZVPD basis.

Computed properties:
E_LUMO: 1.01 eV
HOMO-LUMO gap: 10.73 eV
HOMO: -0.3572 hartree
Structure (SMILES): C/C=C(\F)CF
Relative energy (zero: lowest compared OMol25 entry of this formula, charge and spin): 216.1 kJ/mol
Calculated total energy: -355.6424 Ha

```
12
C4H6F2 (the ωB97M-V functional and the def2-TZVPD basis)
C -1.97 -0.49 -0.01
C -0.45 -0.60 0.17
C 0.40 0.34 0.08
F -0.05 1.54 -0.01
C 1.99 0.47 0.05
F 2.63 -0.78 -0.06
H -2.66 -0.51 0.96
H -2.36 0.61 -0.63
H -2.14 -1.17 -0.97
H -0.03 -1.52 0.18
H 2.23 0.98 0.95
H 2.42 1.13 -0.72
```


No. 4
This record from OMol25 describes a cluster of 2 separate species, C4H6F3O3S in total at a distorted geometry. The level of theory is the ωB97M-V functional and the def2-TZVPD basis.

Computed properties:
E_LUMO: 3.60 eV
HOMO-LUMO gap: 8.20 eV
Net charge: -1
HOMO: -0.1692 hartree
Relative energy (zero: lowest compared OMol25 entry of this formula, charge and spin): 203.3 kJ/mol
Calculated total energy: -1079.4744 Ha

```
17
C4H6F3O3S (the ωB97M-V functional and the def2-TZVPD basis)
C -1.13 -1.36 0.22
C 1.01 1.46 0.05
C -0.81 -0.68 -0.95
C -1.03 0.81 -0.97
O 1.76 -0.85 -1.75
O 0.53 -2.95 -1.66
O -0.40 1.43 0.10
F -2.35 -0.95 -2.14
F -0.68 1.40 -2.20
F -2.40 0.98 -0.76
S 0.54 -1.61 -2.21
H -0.65 -2.23 0.11
H -2.29 -1.41 0.47
H -0.91 -0.72 1.07
H 1.22 2.53 0.01
H 1.48 0.80 -0.70
H 1.38 1.21 1.12
```


No. 5
This record from OMol25 describes an isolated molecule of C4H6F3OP at a distorted geometry. The level of theory is the ωB97M-V functional and the def2-TZVPD basis.

Computed properties:
E_LUMO (alpha / beta): 0.95 / -3.01 eV
HOMO-LUMO gap (alpha / beta): 8.46 / 8.96 eV
HOMO (alpha / beta): -0.2762 / -0.4400 hartree
2S+1: 3
Calculated total energy: -872.1074 Ha

```
15
C4H6F3OP (the ωB97M-V functional and the def2-TZVPD basis)
C -0.90 0.03 0.17
C 0.48 -0.46 -0.54
C 1.61 0.12 0.27
C 2.88 -0.69 0.12
O 2.43 2.76 0.48
F 2.70 -1.91 0.74
F 3.98 -0.12 0.54
F 3.05 -1.07 -1.21
P 1.95 1.90 -0.55
H -0.65 1.15 0.44
H -1.15 -0.43 1.09
H -1.76 -0.08 -0.46
H 0.41 -1.48 -0.29
H 0.33 -0.15 -1.59
H 1.29 0.13 1.28
```


No. 6
This record from OMol25 describes a cluster of 2 separate species, C4H6F6OSi in total at a distorted geometry. The level of theory is the ωB97M-V functional and the def2-TZVPD basis.

Computed properties:
E_LUMO: -2.19 eV
HOMO-LUMO gap: 6.02 eV
HOMO: -0.3015 hartree
Calculated total energy: -1119.7959 Ha

```
18
C4H6F6OSi (the ωB97M-V functional and the def2-TZVPD basis)
C -0.53 -0.93 2.44
C 0.52 0.89 -2.71
C -2.24 -1.68 -0.41
C -2.93 1.38 0.03
O -1.23 0.00 1.65
F -3.39 -1.90 0.34
F -2.49 -1.74 -1.70
F -1.39 -2.63 -0.02
F -3.65 1.45 -1.16
F -3.87 1.21 1.00
F -2.53 2.64 0.12
Si -1.53 0.07 0.06
H -0.88 -1.89 2.50
H -0.71 -0.47 3.51
H 0.56 -0.91 2.03
H 1.07 1.41 -2.00
H 0.94 -0.03 -2.42
H -0.01 1.08 -3.60
```


No. 7
This record from OMol25 describes a structure of composition C4H6FGaO4 at a distorted geometry. The level of theory is the ωB97M-V functional and the def2-TZVPD basis.

Computed properties:
E_LUMO (alpha / beta): -9.87 / -13.48 eV
HOMO-LUMO gap (alpha / beta): 7.88 / 4.83 eV
Net charge: +2
HOMO (alpha / beta): -0.6520 / -0.6729 hartree
Relative energy (zero: lowest compared OMol25 entry of this formula, charge and spin): 280.1 kJ/mol
Calculated total energy: -2480.7473 Ha

```
16
C4H6FGaO4 (the ωB97M-V functional and the def2-TZVPD basis)
C -0.48 -1.05 -2.67
O -0.14 -1.58 -1.45
H -1.54 -1.25 -2.97
H -0.37 0.06 -2.72
H 0.15 -1.45 -3.50
C 0.29 1.36 2.10
O 1.08 1.49 1.08
C 0.97 0.36 0.17
C -0.35 -0.33 0.52
O -0.61 0.41 1.99
O 0.44 1.89 3.21
F 2.03 -0.43 0.45
H 1.04 0.74 -0.84
H -1.20 0.11 -0.02
H -0.21 -1.35 0.88
Ga -1.10 1.01 3.76
```


No. 8
This record from OMol25 describes the ion C4H6FN2O2 with charge +1 at a distorted geometry. The level of theory is the ωB97M-V functional and the def2-TZVPD basis.

Computed properties:
E_LUMO (alpha / beta): -4.56 / -4.56 eV
HOMO-LUMO gap (alpha / beta): 8.34 / 8.34 eV
Net charge: +1
HOMO (alpha / beta): -0.4743 / -0.4743 hartree
Structure (SMILES): OC(O)=[NH+]/C=N\C=C\F
Relative energy (zero: lowest compared OMol25 entry of this formula, charge and spin): 116.7 kJ/mol
Calculated total energy: -515.5184 Ha

```
15
C4H6FN2O2 (the ωB97M-V functional and the def2-TZVPD basis)
O 0.15 -2.36 0.94
C 0.14 -1.27 0.26
O 1.26 -0.66 0.02
N -1.11 -0.84 -0.12
C -1.54 0.22 -0.98
N -1.00 1.32 -1.24
C 0.24 1.71 -0.74
C 0.56 1.58 0.59
F 1.74 2.16 1.11
H 0.93 -2.95 1.15
H 2.07 -1.03 0.37
H -1.93 -1.58 -0.12
H -2.52 0.12 -1.38
H 0.93 2.20 -1.40
H 0.08 1.40 1.53
```


No. 9
This record from OMol25 describes an isolated molecule of C4H6FNO at a distorted geometry. The level of theory is the ωB97M-V functional and the def2-TZVPD basis.

Computed properties:
E_LUMO: 0.87 eV
HOMO-LUMO gap: 11.01 eV
HOMO: -0.3724 hartree
Structure (SMILES): O=CN1C[C@@H]1CF
Relative energy (zero: lowest compared OMol25 entry of this formula, charge and spin): 123.9 kJ/mol
Calculated total energy: -385.8263 Ha

```
13
C4H6FNO (the ωB97M-V functional and the def2-TZVPD basis)
O -1.68 -1.64 0.12
C -1.75 -0.48 -0.13
N -0.90 0.49 0.43
C -0.04 1.41 -0.28
C 0.51 0.34 0.65
C 1.18 -0.84 0.01
F 2.54 -0.76 -0.08
H -2.51 -0.02 -0.77
H 0.12 1.30 -1.35
H -0.06 2.44 0.08
H 0.82 0.53 1.67
H 0.83 -1.06 -0.98
H 0.94 -1.71 0.63
```


No. 10
This record from OMol25 describes a structure of composition C4H6FNO at a distorted geometry. The level of theory is the ωB97M-V functional and the def2-TZVPD basis.

Computed properties:
E_LUMO: 0.45 eV
HOMO-LUMO gap: 10.64 eV
HOMO: -0.3745 hartree
Relative energy (zero: lowest compared OMol25 entry of this formula, charge and spin): 353.8 kJ/mol
Calculated total energy: -385.7388 Ha

```
13
C4H6FNO (the ωB97M-V functional and the def2-TZVPD basis)
C 1.65 -0.73 0.18
C 1.15 0.71 0.05
C -0.06 1.02 -0.31
C -1.86 -0.67 -0.09
H 2.16 -0.74 1.32
H 0.81 -1.59 -0.10
H 1.49 1.54 1.04
H -0.50 2.10 0.17
H -1.96 0.92 -1.19
H -1.32 -1.18 0.79
N -1.14 0.25 -0.91
O -3.12 -0.80 -0.15
F 2.70 -0.84 -0.79
```


No. 11
This record from OMol25 describes an isolated molecule of C4H6FNS at a distorted geometry. The level of theory is the ωB97M-V functional and the def2-TZVPD basis.

Computed properties:
E_LUMO: -0.02 eV
HOMO-LUMO gap: 8.70 eV
HOMO: -0.3204 hartree
Structure (SMILES): C=C(CF)NC=S
Relative energy (zero: lowest compared OMol25 entry of this formula, charge and spin): 332.9 kJ/mol
Calculated total energy: -708.6951 Ha

```
13
C4H6FNS (the ωB97M-V functional and the def2-TZVPD basis)
C 1.11 -1.58 -0.39
C 0.31 -0.51 -0.07
C 0.58 0.30 1.36
F 1.80 -0.30 1.80
N -0.97 0.00 -0.62
C -1.52 1.23 -0.90
S -1.28 2.67 -0.01
H 1.05 -2.38 -1.20
H 2.27 -1.56 -0.02
H 0.75 1.46 1.10
H -0.28 0.21 2.09
H -1.53 -0.72 -1.28
H -2.28 1.19 -1.86
```


No. 12
This record from OMol25 describes a structure of composition C4H6FO4Tb at a distorted geometry. The level of theory is the ωB97M-V functional and the def2-TZVPD basis.

Computed properties:
E_LUMO (alpha / beta): -9.94 / -9.56 eV
HOMO-LUMO gap (alpha / beta): 9.61 / 9.99 eV
Net charge: +2
HOMO (alpha / beta): -0.7183 / -0.7184 hartree
Relative energy (zero: lowest compared OMol25 entry of this formula, charge and spin): 0.0 kJ/mol
2S+1: 7
Calculated total energy: -1380.7301 Ha

```
16
C4H6FO4Tb (the ωB97M-V functional and the def2-TZVPD basis)
O -1.97 1.20 1.09
C -1.53 0.59 2.04
C -0.29 -0.27 2.01
O 0.74 0.16 1.14
C 0.71 -0.07 -0.15
O 1.91 -0.06 -0.64
O -0.31 -0.25 -0.82
C 2.13 -0.67 -1.92
H -0.61 -1.30 1.78
F -3.18 2.01 -2.58
H -2.09 0.54 2.99
H 0.16 -0.27 3.01
H 3.21 -0.82 -1.99
H 1.60 -1.63 -1.98
H 1.78 0.01 -2.71
Tb -2.25 0.84 -1.25
```


No. 13
This record from OMol25 describes a structure of composition C4H6FO4Tl at a distorted geometry. The level of theory is the ωB97M-V functional and the def2-TZVPD basis.

Computed properties:
E_LUMO: 0.19 eV
HOMO-LUMO gap: 9.35 eV
HOMO: -0.3368 hartree
Relative energy (zero: lowest compared OMol25 entry of this formula, charge and spin): 93.7 kJ/mol
Calculated total energy: -729.2926 Ha

```
16
C4H6FO4Tl (the ωB97M-V functional and the def2-TZVPD basis)
O -0.39 1.44 -0.98
C -0.11 2.04 0.16
C 0.02 1.01 1.27
O -0.85 -0.05 0.89
C -0.48 -1.29 0.53
O 0.77 -1.57 0.21
O -1.40 -2.09 0.50
C 1.02 -1.90 -1.16
H -0.26 1.37 2.27
F -1.17 2.96 0.60
H 0.78 2.70 0.13
H 1.08 0.72 1.30
H 2.11 -2.00 -1.25
H 0.49 -2.83 -1.42
H 0.60 -1.15 -1.84
Tl -2.20 0.65 -1.21
```


No. 14
This record from OMol25 describes a structure of composition C4H6FeO3 at a distorted geometry. The level of theory is the ωB97M-V functional and the def2-TZVPD basis.

Computed properties:
E_LUMO (alpha / beta): -11.21 / -11.93 eV
HOMO-LUMO gap (alpha / beta): 7.04 / 5.89 eV
Net charge: +2
HOMO (alpha / beta): -0.6706 / -0.6550 hartree
Relative energy (zero: lowest compared OMol25 entry of this formula, charge and spin): 472.9 kJ/mol
2S+1: 5
Calculated total energy: -1644.4710 Ha

```
14
C4H6FeO3 (the ωB97M-V functional and the def2-TZVPD basis)
H 3.12 -1.82 0.42
O 0.46 -0.48 0.59
C -0.46 0.33 0.06
O -0.25 1.53 -0.13
Fe 1.50 2.27 0.01
O -1.54 -0.30 -0.20
C -2.80 0.36 0.01
H -2.76 0.94 0.94
H -3.00 1.02 -0.85
H -3.54 -0.44 0.08
C 1.75 -0.28 0.25
C 2.49 -1.30 -0.31
H 2.03 -1.93 -1.08
H 3.00 0.10 0.23
```


No. 15
This record from OMol25 describes a structure of composition C4H6FeO7 at a distorted geometry. The level of theory is the ωB97M-V functional and the def2-TZVPD basis.

Computed properties:
E_LUMO (alpha / beta): -7.79 / -12.60 eV
HOMO-LUMO gap (alpha / beta): 9.32 / 7.40 eV
Net charge: +2
HOMO (alpha / beta): -0.6289 / -0.7352 hartree
Relative energy (zero: lowest compared OMol25 entry of this formula, charge and spin): 0.0 kJ/mol
2S+1: 7
Calculated total energy: -1945.6127 Ha

```
18
C4H6FeO7 (the ωB97M-V functional and the def2-TZVPD basis)
O -1.29 -1.65 0.38
C -1.42 -0.33 0.69
C -1.49 0.56 -0.55
O -2.89 0.64 -0.90
C -3.62 0.41 0.13
O -3.06 -0.15 1.12
O -4.88 0.51 -0.02
H -1.28 -2.21 1.18
H -1.09 0.08 1.64
H -0.97 0.11 -1.41
H -1.13 1.57 -0.36
H -5.38 -0.09 0.56
O 2.05 0.30 -1.20
C 1.92 -0.61 -0.25
O 1.07 -0.45 0.70
O 2.74 -1.55 -0.19
Fe 2.39 -1.94 1.75
H 1.42 1.03 -1.05
```


No. 16
This record from OMol25 describes a structure of composition C4H6HgO3 at a distorted geometry. The level of theory is the ωB97M-V functional and the def2-TZVPD basis.

Computed properties:
E_LUMO (alpha / beta): -0.95 / -1.05 eV
HOMO-LUMO gap (alpha / beta): 5.54 / 5.28 eV
HOMO (alpha / beta): -0.2386 / -0.2328 hartree
Relative energy (zero: lowest compared OMol25 entry of this formula, charge and spin): 30.7 kJ/mol
Calculated total energy: -534.9465 Ha

```
14
C4H6HgO3 (the ωB97M-V functional and the def2-TZVPD basis)
O -0.72 1.11 -0.95
O 0.45 -0.53 0.03
O -1.67 -0.38 0.46
C 1.75 0.15 -0.31
C 2.84 -0.79 0.12
C -0.64 0.08 -0.24
H 3.74 -0.19 0.33
H 2.62 -1.36 1.05
H 3.14 -1.54 -0.64
Hg 1.14 1.81 -1.12
C -2.92 0.29 0.33
H -3.55 -0.10 1.14
H -3.39 0.06 -0.63
H -2.79 1.37 0.43
```


No. 17
This record from OMol25 describes a cluster of 2 separate species, C4H6I2 in total at a distorted geometry. The level of theory is the ωB97M-V functional and the def2-TZVPD basis.

Computed properties:
E_LUMO: -0.01 eV
HOMO-LUMO gap: 9.35 eV
HOMO: -0.3437 hartree
Structure (SMILES): C=C=CI.CI
Relative energy (zero: lowest compared OMol25 entry of this formula, charge and spin): 140.1 kJ/mol
Calculated total energy: -751.2973 Ha

```
12
C4H6I2 (the ωB97M-V functional and the def2-TZVPD basis)
C -1.53 1.35 -1.25
C -1.12 0.10 -1.34
C -0.71 -1.11 -1.49
I 1.32 -1.54 -1.81
H -1.54 1.86 -0.34
H -1.70 2.01 -2.04
H -1.27 -1.91 -1.32
C 1.41 -0.30 1.74
I 0.75 0.99 3.36
H 2.32 -0.74 2.00
H 0.68 -0.95 1.62
H 1.41 0.26 0.87
```